61
Properties=species:S:1:pos:R:3:forces:R:3:mulliken_charge:R:1 method="wB97M-V/def2-TZVPD" homo_ev=-11.55 total_charge=+1 lumo_ev=-4.1 spin_multiplicity=1 fmax_ev_per_a=1.1 e_tot_ev=-193833.988 homo_lumo_gap_ev=7.42
C 0.0948 -1.8115 -2.3974 0.273 0.141 0.088 -1.3759
C -0.2188 -0.6982 -1.4426 -0.319 -0.102 0.089 0.6594
Br 1.0680 0.6292 -1.3074 0.065 0.137 0.044 0.0039
C -1.3489 -0.6100 -0.7110 0.705 0.094 -0.355 -0.2573
Br -1.7962 0.8234 0.4238 -0.141 0.012 0.115 0.0917
P -2.6829 -1.7216 -0.6813 -0.458 0.124 0.474 0.4859
O -2.3265 -3.1438 -1.2684 -0.052 0.229 -0.035 -0.4725
P -4.4029 -0.8566 -1.7940 0.061 0.206 -1.066 0.0688
S -3.9510 -0.5711 -3.6379 0.085 -0.099 0.233 -0.2334
H -0.5344 -1.7306 -3.2798 -0.168 -0.074 -0.075 0.3374
H -0.0287 -2.7790 -1.9257 -0.157 -0.140 -0.004 0.3615
H 1.1261 -1.7371 -2.7193 0.098 0.036 -0.047 0.4628
H -3.0685 -1.8851 0.6554 0.086 -0.066 0.091 0.1104
H -2.8612 -3.8507 -0.8866 -0.013 -0.401 -0.065 0.3597
H -4.7215 0.2620 -1.0109 -0.042 -0.106 0.283 0.1423
H -5.4004 -1.8066 -1.5214 -0.027 -0.017 0.322 0.1693
C -3.2937 5.7340 -4.1889 -0.015 -0.080 0.089 -1.0481
C -1.8213 5.3821 -4.0700 -0.045 0.052 -0.109 -0.2708
O -1.4152 5.0420 -2.7532 0.095 0.032 0.033 -0.4448
C -2.0509 3.9237 -2.1825 -0.043 -0.084 0.127 -0.4176
C -1.8068 2.6263 -2.9358 0.067 0.020 -0.186 -0.2698
H -3.5611 6.5039 -3.4647 0.007 0.032 -0.016 0.2902
H -3.5051 6.1091 -5.1897 0.008 0.018 -0.017 0.3963
H -3.9391 4.8702 -4.0189 0.001 -0.001 -0.037 0.2619
H -1.2135 6.2460 -4.3341 0.025 0.008 0.028 0.3444
H -1.5587 4.5822 -4.7717 -0.018 -0.016 0.010 0.2771
H -3.1275 4.1013 -2.0674 -0.005 -0.019 -0.030 0.3050
H -1.6342 3.8469 -1.1759 0.009 0.021 0.003 0.2581
H -2.2853 2.6241 -3.9158 -0.061 -0.031 0.027 0.3580
H -2.1984 1.7739 -2.3776 -0.058 0.032 -0.001 -0.2079
H -0.7381 2.4710 -3.0917 0.029 0.030 0.024 0.2095
C -0.4821 -2.5878 2.4655 0.002 -0.035 0.112 -0.2975
C -1.6413 -3.3137 3.1344 -0.056 0.049 -0.094 -0.4792
O -1.2791 -4.0558 4.2669 0.004 -0.109 0.011 -0.4490
C -0.7264 -3.3142 5.3468 0.041 0.070 0.120 -0.2913
C -1.6661 -2.2674 5.9178 -0.047 -0.001 -0.125 -1.0118
H 0.3372 -3.2761 2.2570 -0.015 -0.016 -0.035 0.3416
H -0.8212 -2.1519 1.5226 0.079 0.047 -0.053 -0.2254
H -0.0938 -1.7755 3.0798 -0.025 0.032 -0.022 0.3057
H -2.0597 -4.0503 2.4420 -0.003 -0.020 0.008 0.2720
H -2.4472 -2.6039 3.3728 0.028 0.027 -0.003 0.3350
H 0.2257 -2.8603 5.0512 -0.013 0.013 -0.021 0.2751
H -0.4985 -4.0601 6.1057 -0.009 -0.039 -0.016 0.3502
H -1.8514 -1.4515 5.2160 0.030 0.018 0.022 0.2314
H -1.2316 -1.8324 6.8168 0.010 -0.005 0.024 0.3976
H -2.6254 -2.7160 6.1769 0.005 -0.012 0.038 0.2875
C 5.3719 -0.1266 -1.1464 0.070 0.008 0.074 -1.0622
C 4.4609 -0.5143 0.0069 -0.061 0.050 -0.086 0.0006
O 5.0846 -1.2910 1.0047 -0.057 -0.092 0.025 -0.4503
C 6.1787 -0.6788 1.6695 0.101 0.039 0.069 -0.3147
C 5.8133 0.5925 2.4159 -0.087 0.011 -0.087 -1.0126
H 5.8579 -1.0104 -1.5601 -0.019 -0.014 -0.025 0.3236
H 4.7944 0.3565 -1.9361 -0.016 -0.005 -0.012 0.3355
H 6.1497 0.5712 -0.8358 -0.018 0.028 -0.009 0.2942
H 3.6470 -1.1389 -0.3677 0.002 -0.030 0.028 0.1067
H 3.9987 0.3798 0.4471 0.024 0.018 -0.015 0.2363
H 6.9972 -0.4900 0.9667 -0.013 0.020 -0.011 0.2942
H 6.5333 -1.4305 2.3734 -0.018 -0.030 -0.007 0.3350
H 5.5368 1.4023 1.7387 0.035 0.011 0.003 0.2480
H 6.6642 0.9340 3.0044 0.016 -0.008 0.018 0.3917
H 4.9742 0.4119 3.0891 0.018 -0.011 0.032 0.2763

---

82
Properties=species:S:1:pos:R:3:forces:R:3:mulliken_charge:R:1 method="wB97M-V/def2-TZVPD" de_lowest_kcal_mol=21.2 homo_ev=-9.48 total_charge=+1 lumo_ev=-3.5 spin_multiplicity=1 fmax_ev_per_a=1.9 e_tot_ev=-177491.739 homo_lumo_gap_ev=5.93
Pt 0.5131 1.0929 -0.7811 -0.203 0.662 -1.741 1.8714
C -1.2677 3.2114 -2.1005 -0.318 -0.016 0.092 -0.8640
N 0.1511 3.1776 -1.6944 0.440 -0.826 0.895 0.9235
C 0.4317 4.2061 -0.6784 0.019 0.296 0.065 -0.9887
C 1.0158 3.2702 -2.8688 0.299 -0.112 -0.191 0.3426
C 1.0788 4.4226 -3.6308 0.016 0.089 0.077 -0.3789
C 1.8196 4.4479 -4.8008 -0.014 0.066 -0.084 -0.9435
C 2.4727 3.2969 -5.2190 -0.034 0.083 0.105 -0.8653
C 2.4124 2.1361 -4.4707 -0.103 -0.139 0.192 -1.1255
C 1.6909 2.1051 -3.2654 -0.383 0.436 -0.257 0.4245
N 1.4856 1.0025 -2.4750 0.467 0.056 0.324 0.3956
C 1.8692 -0.3063 -2.7410 0.126 -0.126 -0.324 -0.6063
C 3.1199 -0.7212 -3.1942 -0.103 0.171 -0.038 -0.5354
C 3.3326 -2.0545 -3.5111 -0.202 -0.114 -0.029 -0.8075
C 2.3078 -2.9790 -3.3623 0.137 -0.008 -0.006 -0.9223
C 1.0919 -2.5831 -2.8178 -0.243 0.011 0.150 -0.5408
C 0.8883 -1.2602 -2.4731 0.544 -0.472 -0.309 0.9056
N -0.3032 -0.7449 -1.8324 0.140 -0.125 0.673 0.7193
C -0.9220 -1.6743 -0.8920 -0.197 -0.344 -0.094 -1.2250
C -1.2908 -0.2816 -2.8155 -0.370 0.124 -0.283 -1.3014
H -1.5127 4.1690 -2.5690 0.099 0.032 0.025 0.4356
H -1.8925 3.0667 -1.2229 0.016 0.035 -0.053 0.0437
H -1.4646 2.4168 -2.8163 0.099 0.093 -0.008 0.2498
H 0.2531 5.2127 -1.0667 -0.028 -0.008 -0.021 0.4335
H 1.4694 4.1258 -0.3617 0.014 0.016 -0.066 0.3315
H -0.2235 4.0348 0.1733 -0.033 0.030 -0.046 0.1095
H 0.5293 5.3074 -3.3333 0.013 -0.005 0.054 0.3589
H 1.8601 5.3505 -5.3940 0.015 0.002 0.003 0.4016
H 3.0299 3.3031 -6.1462 0.016 -0.029 0.002 0.4104
H 2.8969 1.2420 -4.8286 0.049 -0.049 -0.012 0.5299
H 3.9235 -0.0014 -3.2621 -0.018 0.021 -0.103 0.7446
H 4.2965 -2.3738 -3.8838 0.018 0.023 0.023 0.4495
H 2.4537 -4.0114 -3.6496 0.023 0.001 0.040 0.4467
H 0.3074 -3.3148 -2.6699 -0.003 -0.022 0.048 0.4503
H -1.4689 -2.4811 -1.3919 0.031 0.033 -0.091 0.3025
H -1.6316 -1.1166 -0.2769 0.029 -0.045 -0.210 -0.4413
H -0.1537 -2.1121 -0.2575 -0.078 0.072 -0.359 0.5319
H -1.6922 -1.1241 -3.3906 0.088 -0.051 0.095 0.3498
H -0.8241 0.4171 -3.5075 0.031 -0.042 0.056 0.3302
H -2.1123 0.2114 -2.2947 0.014 -0.020 0.003 0.2868
C -4.0467 1.6302 3.6244 -0.022 -0.036 0.191 -0.3842
O -3.5722 2.2670 2.4363 -0.105 -0.118 0.036 -0.3682
C -2.5474 1.8338 1.7184 0.181 0.452 -0.078 -0.5322
O -2.0626 2.5810 0.8972 -0.085 -0.114 0.202 -0.5815
C -1.8707 0.5133 1.9797 -0.307 -0.163 -0.316 0.6128
C -2.5186 -0.6608 1.9353 0.530 0.189 0.161 0.4275
As -1.6986 -2.4498 2.2381 -0.192 0.073 0.220 0.2017
C -1.5224 -2.2383 4.1955 0.057 -0.146 -0.021 -1.1043
C 0.2026 -2.0617 1.9259 0.085 0.395 0.384 0.4237
C 0.8456 -0.8952 1.8808 -0.074 -0.307 -0.096 0.0105
As 0.0019 0.8070 1.5015 -0.743 0.259 1.038 1.0230
C 0.6685 1.9858 2.9004 0.057 -0.063 -0.150 -1.3481
C 2.2956 -0.7544 1.5272 0.345 0.072 -0.236 -0.1963
O 2.5696 -0.2864 0.4450 0.091 -0.100 0.183 -0.4724
O 3.2617 -1.0345 2.3883 -0.004 0.058 -0.048 -0.3869
C 3.0069 -1.4765 3.7250 -0.026 -0.034 0.172 -0.5730
C 0.8895 -3.3822 1.8034 0.012 -0.374 0.155 0.0553
O 0.3789 -4.3866 2.2395 0.079 0.015 0.031 -0.6288
O 2.0425 -3.3337 1.1583 0.003 0.286 -0.067 -0.0539
C 2.7488 -4.5705 0.9726 0.081 -0.234 0.017 -0.8342
C -3.9157 -0.6238 1.3535 -0.222 0.164 -0.142 0.1878
O -4.1135 0.0827 0.3977 0.049 -0.124 0.075 -0.5087
O -4.9080 -1.3828 1.8109 -0.049 -0.081 -0.011 -0.3853
C -4.7961 -2.1828 2.9847 0.046 -0.022 0.160 -0.5875
H -5.0953 1.8979 3.7126 0.006 -0.009 -0.033 0.2606
H -3.5018 2.0193 4.4855 0.008 0.012 -0.041 0.2959
H -3.9456 0.5489 3.6009 -0.016 0.050 -0.034 0.1620
H -2.4779 -2.3639 4.6999 -0.002 -0.008 -0.062 0.3925
H -1.1076 -1.2583 4.4271 -0.005 -0.007 -0.025 0.3269
H -0.8502 -3.0208 4.5464 0.015 0.003 -0.027 0.4164
H 0.4893 1.5637 3.8873 -0.028 -0.047 -0.039 0.4197
H 0.1697 2.9495 2.8127 -0.021 -0.019 -0.048 0.4357
H 1.7379 2.1299 2.7467 -0.005 0.003 -0.010 0.4635
H 3.8259 -2.1401 3.9875 -0.009 0.012 -0.020 0.2959
H 2.0626 -2.0078 3.8226 0.013 0.005 -0.052 0.2445
H 3.0139 -0.6174 4.3963 -0.010 -0.006 -0.036 0.2886
H 3.7277 -4.2926 0.5963 -0.017 0.018 0.005 0.2840
H 2.2276 -5.1932 0.2474 -0.043 0.050 0.019 0.2950
H 2.8288 -5.1088 1.9151 -0.003 0.045 -0.003 0.3369
H -5.8140 -2.4410 3.2608 0.015 0.016 0.016 0.3343
H -4.3320 -1.6319 3.8051 -0.042 0.014 -0.046 0.1797
H -4.2401 -3.0999 2.7843 -0.057 0.021 -0.023 0.3375

---

113
Properties=species:S:1:pos:R:3:forces:R:3:mulliken_charge:R:1 method="wB97M-V/def2-TZVPD" homo_ev=-4.69 total_charge=-1 lumo_ev=0.0 spin_multiplicity=1 fmax_ev_per_a=1.4 e_tot_ev=-83345.734 homo_lumo_gap_ev=4.71
N 3.0726 -4.8607 -5.8549 -0.485 -0.251 -0.425 -0.5818
C 2.3970 -3.8376 -6.5217 0.381 0.218 0.034 0.4525
O 2.6753 -3.5216 -7.6594 0.083 0.028 0.057 -0.6340
C 1.3819 -3.1147 -5.6842 -0.611 -0.071 -0.445 0.2159
C 0.0119 -3.0259 -6.3896 0.193 -0.609 0.537 -1.3690
Nb -1.0893 -5.0232 -6.4644 -0.315 1.353 0.026 -0.7767
H 3.4671 -5.4846 -6.5437 0.324 -0.045 -0.099 0.2826
H 2.4099 -5.3898 -5.3034 0.022 -0.017 0.357 0.3032
H 1.7693 -2.1176 -5.4900 0.314 0.253 0.110 0.1435
H 1.2382 -3.6397 -4.7512 0.142 0.003 0.436 0.0996
H 0.1223 -2.5378 -7.3478 -0.043 0.145 -0.321 0.4463
H -0.6082 -2.4052 -5.7441 -0.351 0.215 0.053 0.3440
H -0.7472 -5.1152 -4.6448 0.650 -0.093 0.046 0.0179
H -2.7377 -4.2224 -6.3062 -0.500 -0.521 -0.139 0.0105
H -1.1473 -4.8629 -8.2887 0.533 -0.059 -0.205 -0.0072
H 0.3744 -6.1079 -6.7060 -0.257 -0.542 -0.125 0.0167
H -2.0265 -6.6252 -6.4381 -0.104 -0.037 0.162 0.0108
C 1.0325 1.2305 -1.1110 0.156 -0.007 -0.027 -0.5003
C 1.1219 0.5620 -2.3300 0.024 -0.002 0.108 -0.6637
C 0.3770 -0.5828 -2.5532 0.060 0.055 -0.082 -0.2667
C -0.4562 -1.0685 -1.5530 -0.041 -0.025 0.127 0.0340
C -0.5318 -0.4112 -0.3229 -0.089 -0.084 -0.032 0.4705
C 0.2127 0.7430 -0.1097 0.045 0.088 -0.018 -0.7808
C -1.3923 -0.9365 0.7754 0.035 0.012 0.041 0.1901
O -1.4552 -0.3719 1.8505 0.020 -0.013 0.030 -0.7337
C -2.1591 -2.1894 0.5232 0.061 0.082 -0.102 0.2789
C -2.9372 -2.7193 1.5429 -0.107 -0.119 0.107 -0.8019
C -3.6487 -3.8871 1.3340 -0.012 -0.038 -0.076 -0.6979
C -3.5984 -4.5228 0.0963 -0.003 0.029 0.064 -0.5989
C -2.8321 -3.9952 -0.9285 -0.063 -0.120 0.004 -0.5662
C -2.1066 -2.8312 -0.7146 0.062 0.083 0.071 0.2090
C -1.2699 -2.2901 -1.8243 0.021 0.019 0.003 0.5153
O -1.2582 -2.8193 -2.9076 -0.014 0.007 -0.160 -0.4159
H 1.6098 2.1309 -0.9443 0.029 0.005 -0.004 0.7547
H 1.7712 0.9420 -3.1072 0.010 0.020 -0.022 0.4722
H 0.4317 -1.1074 -3.4981 -0.053 -0.066 -0.002 0.3826
H 0.1421 1.2515 0.8410 -0.039 -0.032 0.058 0.5219
H -2.9778 -2.2135 2.4965 -0.001 0.084 -0.009 0.7914
H -4.2454 -4.3051 2.1342 -0.021 -0.011 0.012 0.4651
H -4.1581 -5.4334 -0.0673 -0.012 -0.029 0.000 0.4110
H -2.7806 -4.4803 -1.8943 0.057 0.041 -0.051 0.5765
C 6.9393 1.1176 2.1527 0.044 0.007 0.037 -0.5548
C 7.8346 1.8159 2.9559 -0.027 -0.034 -0.027 -0.4566
C 7.7033 3.1834 3.1188 0.058 -0.078 0.041 -0.5959
C 6.6785 3.8620 2.4734 -0.104 0.045 -0.069 0.3230
C 5.7868 3.1618 1.6576 0.021 0.122 0.020 0.0865
C 5.9178 1.7883 1.5047 0.028 -0.100 0.002 -0.5375
C 4.6943 3.8688 0.9311 -0.036 0.027 -0.019 0.3983
O 3.9121 3.2651 0.2314 -0.070 -0.108 -0.056 -0.6264
C 4.5939 5.3481 1.0874 0.094 -0.018 0.077 0.1046
C 3.6095 6.0325 0.3867 -0.076 0.054 -0.043 -0.7178
C 3.4921 7.4033 0.5281 0.028 0.050 0.030 -0.5808
C 4.3537 8.0958 1.3724 -0.036 -0.014 -0.031 -0.4844
C 5.3378 7.4189 2.0701 -0.035 0.107 -0.009 -0.6211
C 5.4653 6.0438 1.9277 0.003 -0.130 -0.037 0.4634
C 6.5447 5.3339 2.6734 0.018 0.018 0.032 0.5308
O 7.2899 5.9350 3.4176 0.030 0.019 0.012 -0.6816
H 7.0413 0.0480 2.0314 0.007 -0.027 -0.004 0.4108
H 8.6362 1.2895 3.4557 0.015 -0.020 0.016 0.3917
H 8.3903 3.7341 3.7447 -0.015 0.081 0.012 0.4733
H 5.2185 1.2563 0.8759 -0.053 0.044 -0.042 0.5719
H 2.9425 5.4848 -0.2642 0.009 -0.076 -0.003 0.7902
H 2.7263 7.9357 -0.0191 -0.024 0.015 -0.009 0.4453
H 4.2560 9.1671 1.4842 -0.005 0.028 -0.003 0.3862
H 6.0133 7.9474 2.7269 0.061 -0.043 0.036 0.4748
C -1.6198 -2.8493 4.9668 0.043 0.070 -0.032 -0.5003
C -1.6048 -2.0474 6.1026 0.002 -0.022 -0.025 -0.7023
C -2.0201 -2.5581 7.3195 0.033 0.086 -0.040 -0.6106
C -2.4636 -3.8712 7.4048 -0.036 -0.125 -0.011 0.2009
C -2.4940 -4.6717 6.2595 -0.044 -0.021 0.122 0.2027
C -2.0634 -4.1574 5.0437 0.019 0.052 -0.072 -0.7246
C -2.9972 -6.0732 6.3145 0.009 -0.011 -0.045 0.5584
O -3.0213 -6.7726 5.3252 -0.014 -0.022 -0.034 -0.6545
C -3.4801 -6.5897 7.6289 0.042 0.115 0.029 0.1958
C -3.9925 -7.8780 7.6993 -0.035 -0.100 0.035 -0.5664
C -4.4357 -8.3791 8.9097 -0.005 0.015 0.052 -0.4730
C -4.3647 -7.5971 10.0578 -0.006 -0.037 -0.030 -0.4595
C -3.8577 -6.3119 9.9930 -0.043 -0.069 0.079 -0.5709
C -3.4180 -5.8012 8.7791 0.021 0.027 -0.124 0.1765
C -2.8947 -4.4047 8.7273 0.016 0.038 0.024 0.6571
O -2.8261 -3.7285 9.7317 -0.009 0.019 0.032 -0.6678
H -1.2893 -2.4465 4.0186 0.023 0.033 -0.004 0.7491
H -1.2686 -1.0221 6.0337 0.020 0.022 -0.017 0.4367
H -2.0067 -1.9456 8.2092 -0.020 -0.037 0.073 0.4726
H -2.0830 -4.7851 4.1638 -0.027 -0.066 0.005 0.5386
H -4.0390 -8.4779 6.8021 0.035 0.035 -0.072 0.4781
H -4.8373 -9.3818 8.9620 -0.007 -0.027 0.007 0.3957
H -4.7079 -7.9929 11.0039 -0.013 -0.014 0.021 0.3972
H -3.8002 -5.6946 10.8776 0.027 0.080 -0.010 0.4711
C -1.0782 8.7702 -5.4073 0.039 0.005 0.019 -0.4748
C 0.0400 8.4989 -4.6260 -0.030 0.023 -0.023 -0.5287
C 0.1885 7.2578 -4.0342 0.059 0.096 -0.018 -0.5597
C -0.7827 6.2823 -4.2153 -0.095 -0.065 -0.038 0.1031
C -1.9099 6.5582 -4.9905 0.033 -0.098 0.080 0.2643
C -2.0502 7.8032 -5.5887 0.018 0.106 -0.033 -0.5990
C -2.9836 5.5370 -5.1807 -0.037 -0.008 -0.026 0.5931
O -3.9575 5.7831 -5.8599 -0.031 0.014 -0.007 -0.6768
C -2.8184 4.2212 -4.5047 0.097 0.077 0.026 0.4000
C -3.8171 3.2654 -4.6299 -0.045 -0.091 0.003 -0.5942
C -3.6755 2.0331 -4.0153 0.036 -0.022 0.027 -0.8162
C -2.5332 1.7469 -3.2762 -0.067 -0.011 -0.049 -0.0662
C -1.5340 2.6954 -3.1468 -0.112 -0.091 -0.020 -0.3737
C -1.6738 3.9347 -3.7545 -0.017 0.128 -0.028 -0.2170
C -0.5952 4.9446 -3.5792 0.056 -0.031 0.030 0.4759
O 0.4055 4.6994 -2.9380 0.008 0.008 0.032 -0.6896
H -1.1893 9.7392 -5.8750 0.000 0.026 -0.008 0.3898
H 0.7969 9.2581 -4.4824 0.019 0.020 -0.007 0.4015
H 1.0567 7.0323 -3.4319 0.009 -0.083 0.026 0.5551
H -2.9235 8.0028 -6.1926 -0.060 -0.061 -0.002 0.4753
H -4.6978 3.4930 -5.2125 -0.003 0.070 -0.042 0.4817
H -4.4523 1.2881 -4.1179 -0.013 -0.028 -0.007 0.4202
H -2.4184 0.7793 -2.8071 0.012 -0.034 0.004 0.4971
H -0.6443 2.4737 -2.5817 0.055 0.092 0.036 0.5218